No. 1
C30H22O7PS6V | wB97M-V/def2-TZVPD

gap between HOMO and LUMO (alpha / beta): 7.1 / 7.2 eV
energy relative to the best compared isomer or geometry (same formula, charge and spin): 6.47 kcal per mole
F_max: 1.04 eV Å⁻¹
calculated total energy: -5357.7687 a.u.
expectation value of S²: 3.76

Geometry as ORCA input:
```
! RIJCOSX wB97M-V def2-TZVPD def2/J DEFGRID3
* xyz -1 4
V 0.09 -0.03 -0.31
S -2.55 0.50 -0.69
S 4.06 -2.56 -2.36
S 0.22 -1.45 -4.04
S 1.83 0.08 -2.03
S -0.40 -3.66 -5.95
S 2.18 -3.48 -4.47
P -1.03 -2.31 0.47
O -1.90 0.52 0.64
O 5.16 -2.87 5.62
O 6.46 -1.50 4.28
O -1.43 0.60 -1.67
O 1.45 -0.45 1.17
O 3.23 0.92 1.00
O -3.64 1.41 -0.89
C -0.05 -3.67 -0.25
C -3.31 -3.53 -0.65
C 2.61 -0.02 1.48
C 2.57 -2.29 -3.25
C 0.60 -5.18 -2.01
C 0.62 -2.90 -4.87
C -1.84 -4.61 3.78
C 5.04 -1.10 -2.77
C 3.01 -2.37 4.49
C 1.13 -3.98 0.43
C 3.23 -0.81 2.63
C 6.48 -2.39 5.39
C -3.21 -1.15 -0.94
C -5.01 -2.42 -1.91
C -2.42 -3.68 4.63
C 4.36 -2.25 4.67
C 1.67 -1.30 -3.07
C -4.39 -1.20 -1.68
C -0.29 -4.26 -1.49
C -2.13 -1.98 2.96
C 4.61 -0.69 2.85
C 2.45 -1.64 3.44
C 2.02 -4.90 -0.10
C 1.75 -5.51 -1.31
C -1.41 -4.23 2.52
C 5.14 -1.43 3.88
C -2.57 -2.36 4.22
C -1.56 -2.91 2.10
C -4.49 -3.58 -1.38
C -2.64 -2.33 -0.44
H 4.72 -0.25 -2.17
H -4.81 -0.28 -2.05
H 1.37 -3.49 1.37
H -2.24 -0.94 2.65
H -1.72 -5.64 4.10
H -0.95 -4.96 1.87
H 1.39 -1.70 3.23
H -2.90 -4.44 -0.23
H -2.75 -3.98 5.62
H 5.20 -0.04 2.23
H -3.01 -1.63 4.88
H -1.17 -3.99 -2.07
H 6.82 -1.86 6.28
H -5.92 -2.45 -2.50
H 6.08 -1.36 -2.54
H 2.94 -5.11 0.43
H 0.39 -5.63 -2.98
H 4.96 -0.87 -3.82
H 2.46 -6.21 -1.74
H 2.41 -3.01 5.12
H -4.98 -4.53 -1.54
H 7.13 -3.25 5.15
*
```

Atomic partial charges in e from the natural (NBO) method, atoms 1 to 6: number 1, V, carries 1.134; number 2, S, carries 2.394; number 3, S, carries 0.262; number 4, S, carries 0.508; number 5, S, carries -0.301; number 6, S, carries -0.182

No. 2
C27H23HfN7OS | wB97M-V/def2-TZVPD

gap between HOMO and LUMO: 5.5 eV
energy relative to the best compared isomer or geometry (same formula, charge and spin): 59.39 kcal per mole
F_max: 5.14 eV Å⁻¹
calculated total energy: -1946.9288 a.u.

Geometry as ORCA input:
```
! RIJCOSX wB97M-V def2-TZVPD def2/J DEFGRID3
* xyz 2 1
Hf 8.43 10.68 13.84
S 7.43 10.67 16.26
O 8.99 11.17 11.93
N 8.04 8.94 12.68
N 7.92 9.20 11.36
N 9.01 12.74 15.45
N 9.05 12.29 17.68
N 8.27 12.71 14.27
N 9.90 9.40 14.48
N 6.31 11.30 13.23
C 8.39 10.40 11.03
C 11.65 7.48 15.49
C 4.23 12.38 11.76
C 5.73 16.28 15.83
C 8.71 10.26 7.25
C 7.21 13.44 13.95
C 9.27 11.58 7.06
C 9.77 8.07 14.06
C 10.96 9.81 15.20
C 8.86 7.85 13.00
C 8.59 10.77 9.64
C 5.55 10.50 12.46
C 8.26 15.33 14.94
C 5.18 13.21 12.41
C 9.32 12.50 8.10
C 4.47 11.00 11.73
C 7.07 14.72 14.54
C 11.87 8.85 15.68
C 8.63 6.56 12.26
C 10.66 7.11 14.56
C 8.56 12.01 16.46
C 6.19 12.67 13.20
C 8.17 16.36 15.89
C 6.94 16.80 16.26
C 8.93 12.11 9.36
C 8.36 9.89 8.55
C 5.80 15.20 14.95
H 5.00 14.29 12.44
H 8.03 8.89 8.73
H 9.63 13.09 17.89
H 11.19 10.88 15.37
H 10.55 6.07 14.34
H 9.24 14.95 14.65
H 8.23 6.77 11.27
H 8.87 11.63 18.44
H 4.97 14.58 14.72
H 3.29 12.73 11.31
H 5.78 9.46 12.52
H 8.89 12.82 10.15
H 7.84 5.95 12.77
H 9.50 5.90 12.22
H 4.83 16.73 16.24
H 9.66 11.88 6.08
H 12.76 9.23 16.21
H 12.17 6.78 16.11
H 9.13 16.87 16.17
H 3.74 10.31 11.31
H 6.87 17.71 16.85
H 8.48 9.63 6.38
H 9.71 13.51 7.95
*
```

Atomic partial charges in e from the natural (NBO) method, atoms 1 to 6: number 1, Hf, carries 2.310; number 2, S, carries -0.266; number 3, O, carries -0.822; number 4, N, carries -0.483; number 5, N, carries -0.405; number 6, N, carries -0.484

No. 3
H8O4 | wB97M-V/def2-TZVPD

gap between HOMO and LUMO: 11.5 eV
energy relative to the best compared isomer or geometry (same formula, charge and spin): 21.37 kcal per mole
SMILES: O.O.O.O
F_max: 0.96 eV Å⁻¹
calculated total energy: -305.7451 a.u.

Geometry as ORCA input:
```
! RIJCOSX wB97M-V def2-TZVPD def2/J DEFGRID3
* xyz 0 1
O 2.39 -0.09 -2.35
O -1.67 -2.69 0.41
O -1.11 1.20 2.12
O 0.44 1.59 -0.28
H 2.31 0.70 -2.89
H 1.24 1.75 0.25
H -1.17 -3.48 0.09
H 1.67 -0.16 -1.71
H -2.00 1.10 2.49
H -0.21 1.35 0.40
H -0.50 0.55 2.48
H -2.02 -2.31 -0.40
*
```

Atomic partial charges in e from the natural (NBO) method, atoms 1 to 6: number 1, O, carries -0.965; number 2, O, carries -0.940; number 3, O, carries -0.966; number 4, O, carries -0.966; number 5, H, carries 0.476; number 6, H, carries 0.464

No. 4
H20O10 | wB97M-V/def2-TZVPD

gap between HOMO and LUMO: 11.0 eV
energy relative to the best compared isomer or geometry (same formula, charge and spin): 46.06 kcal per mole
SMILES: O.O.O.O.O.O.O.O.O.O
F_max: 7.00 eV Å⁻¹
calculated total energy: -764.4085 a.u.

Geometry as ORCA input:
```
! RIJCOSX wB97M-V def2-TZVPD def2/J DEFGRID3
* xyz 0 1
O 1.64 1.30 1.42
O 0.77 2.17 -0.96
O 1.31 -2.19 -1.02
O 1.12 -0.03 -2.63
O -1.50 0.06 -2.22
O -1.82 1.63 -0.09
O -1.44 -2.07 -0.58
O 1.93 -1.28 1.72
O -0.80 1.45 2.37
O -1.43 -1.02 1.95
H -0.19 2.02 -0.89
H 0.38 -2.28 -0.71
H -0.90 0.48 2.40
H 1.96 -0.34 1.47
H 1.07 1.30 -1.30
H -1.27 1.31 0.51
H -1.65 0.62 -1.47
H 1.70 -1.99 -0.21
H 1.94 0.04 -3.11
H -0.73 -1.51 2.42
H 1.06 -0.82 -2.04
H 0.04 1.76 2.06
H -1.55 -1.33 1.06
H 2.42 1.82 1.66
H -1.93 -2.72 -1.12
H -0.62 0.22 -2.71
H -1.37 -1.30 -1.18
H 2.20 -1.42 2.61
H -2.14 2.37 0.36
H 1.40 1.58 0.49
*
```

Atomic partial charges in e from the natural (NBO) method, atoms 1 to 6: number 1, O, carries -0.996; number 2, O, carries -0.973; number 3, O, carries -0.973; number 4, O, carries -1.018; number 5, O, carries -1.012; number 6, O, carries -0.946

No. 5
C36H96BF4N6O12 | wB97M-V/def2-TZVPD

gap between HOMO and LUMO: 9.0 eV
energy relative to the best compared isomer or geometry (same formula, charge and spin): 6.33 kcal per mole
F_max: 3.59 eV Å⁻¹
calculated total energy: -3083.2182 a.u.

Geometry as ORCA input:
```
! RIJCOSX wB97M-V def2-TZVPD def2/J DEFGRID3
* xyz 5 1
F -0.39 -1.06 -1.77
F -1.76 0.29 -0.66
F -0.83 -1.49 0.39
F 0.52 0.22 -0.28
O -2.51 2.92 6.03
O -2.59 7.92 7.44
O 0.80 8.26 0.32
O 2.90 3.35 -2.63
O 0.28 -7.32 0.42
O 4.80 0.17 -2.68
O -2.46 5.90 0.00
O -4.81 -9.70 1.43
O 6.07 -3.58 3.54
O 11.25 -7.25 2.67
O -7.98 0.04 -11.47
O -5.41 -0.54 -6.41
N -1.74 5.12 7.78
N -5.95 0.38 -9.51
N -1.47 8.20 1.97
N -2.63 -7.71 1.06
N 8.71 -5.72 3.53
N 2.46 0.87 -3.92
C 5.75 -0.52 -1.88
C -1.77 6.17 8.91
C 1.07 8.40 1.67
C 5.08 -2.85 2.96
C 4.37 -0.66 -3.74
C 10.94 -6.75 3.99
C -5.79 -1.19 -7.58
C -6.77 -0.29 -8.41
C 9.45 -6.88 4.30
C -1.73 3.60 8.23
C 7.24 -5.63 3.93
C -9.24 -0.23 -12.12
C -5.48 -10.17 0.22
C -0.28 -6.90 1.66
C 1.82 2.13 -4.63
C -6.71 1.58 -10.11
C -4.41 -1.22 -5.73
C -0.17 8.76 2.52
C 1.77 3.63 -1.79
C 2.61 3.36 -4.06
C 12.58 -7.05 2.17
C -2.85 6.15 1.35
C -3.41 -10.14 1.36
C 6.53 -4.72 2.92
C -2.43 -9.00 1.80
C -8.08 1.10 -10.56
C -3.42 5.25 -0.76
C 3.59 0.21 -4.70
C -1.76 6.70 2.25
C -1.53 7.58 8.36
C 0.78 -6.25 -0.45
C 2.02 8.26 -0.43
C -2.81 9.25 7.28
C -2.37 2.13 4.88
C -1.64 2.57 7.07
C -1.73 -6.56 1.50
B -0.67 -0.49 -0.55
H -0.79 6.23 2.15
H 4.16 0.98 -5.22
H -5.71 -0.29 -10.22
H 9.07 -4.80 3.73
H -3.12 4.96 -1.77
H -3.42 -1.09 -6.18
H -1.41 -9.35 1.67
H -1.84 -5.80 0.73
H -5.05 -9.70 -0.66
H 12.86 -6.00 2.19
H 5.34 -1.46 -1.52
H -3.07 -10.41 0.36
H -6.72 2.39 -9.38
H -0.09 -7.70 2.38
H 7.19 -4.48 2.09
H -1.82 1.56 7.44
H -1.57 8.35 9.14
H -3.68 4.25 -0.44
H 2.04 4.26 -4.27
H 5.43 -2.09 2.26
H 2.71 1.04 -2.96
H 1.73 8.09 -1.47
H 3.77 -1.50 -3.41
H -2.06 9.77 6.68
H -8.46 1.96 -11.11
H -3.20 5.23 1.82
H 4.53 -2.37 3.77
H -3.76 6.76 1.27
H -6.15 -2.18 -7.31
H -2.57 5.31 7.24
H 3.55 3.54 -4.58
H 2.14 3.48 -0.78
H -0.64 7.71 7.75
H 11.59 -7.21 4.73
H -9.74 0.65 -12.53
H -2.54 -8.71 2.84
H -2.98 9.79 8.21
H -2.09 -6.16 2.45
H 5.72 -5.32 2.49
H -9.28 -0.95 -12.93
H 11.25 -5.71 4.05
H 1.84 9.15 1.80
H -5.13 0.78 -9.07
H -3.71 9.31 6.68
H -2.70 6.02 9.44
H -0.26 9.85 2.49
H -2.07 6.62 3.30
H -4.22 5.98 -0.85
H 0.76 2.13 -4.41
H 0.22 -6.05 2.12
H 1.31 4.59 -2.00
H 12.66 -7.43 1.15
H 6.68 -0.81 -2.37
H -0.88 3.65 8.91
H -1.42 8.32 0.97
H 1.40 7.42 2.01
H 13.20 -7.69 2.80
H 1.86 2.17 -5.72
H -2.58 3.43 8.88
H -9.86 -0.59 -11.30
H 1.74 0.20 -3.70
H 5.94 0.08 -0.99
H 2.78 7.51 -0.19
H -2.53 -7.83 0.06
H 1.03 2.84 -1.96
H -7.44 -0.97 -8.94
H -2.79 1.12 4.87
H 1.33 -6.49 -1.36
H -4.94 -1.56 -8.16
H -2.31 8.74 2.15
H -1.31 2.17 4.62
H -3.30 -11.09 1.88
H 5.27 -1.06 -4.22
H -6.20 2.14 -10.89
H -5.30 -11.24 0.06
H 8.75 -5.92 2.54
H -6.54 -9.96 0.36
H 9.22 -6.82 5.36
H 2.55 9.22 -0.36
H -3.48 -7.34 1.46
H 3.09 -0.33 -5.50
H -4.30 -1.04 -4.66
H -8.82 0.84 -9.80
H -2.89 2.62 4.06
H 7.12 -5.21 4.92
H -0.93 5.20 7.18
H 4.26 -3.46 2.58
H 9.04 -7.85 4.01
H -4.53 -2.30 -5.65
H -7.24 0.45 -7.76
H 1.45 -5.65 0.16
H 6.75 -6.58 4.12
H -0.62 2.38 6.73
H -0.13 -5.73 -0.76
H -0.96 5.94 9.61
H 0.01 8.47 3.55
*
```

Atomic partial charges in e from the Löwdin method, atoms 1 to 6: number 1, F, carries 0.083; number 2, F, carries 0.171; number 3, F, carries 0.100; number 4, F, carries 0.061; number 5, O, carries -0.186; number 6, O, carries -0.211

No. 6
C5H7NO | wB97M-V/def2-TZVPD

gap between HOMO and LUMO: 8.8 eV
energy relative to the best compared isomer or geometry (same formula, charge and spin): 22.23 kcal per mole
SMILES: Cc1occc1N
F_max: 0.33 eV Å⁻¹
calculated total energy: -324.6890 a.u.

Geometry as ORCA input:
```
! RIJCOSX wB97M-V def2-TZVPD def2/J DEFGRID3
* xyz 0 1
O -1.57 0.29 0.51
N 1.69 -0.79 -0.54
C -0.79 -1.14 -1.01
C -0.20 0.32 0.57
C -1.90 -0.59 -0.45
C 0.39 1.60 1.05
C 0.32 -0.58 -0.30
H 1.87 -1.67 -1.01
H -0.75 -1.79 -1.88
H 2.24 -0.77 0.31
H 1.47 1.51 1.22
H -2.95 -0.72 -0.63
H -0.10 2.01 1.93
H 0.26 2.32 0.23
*
```

Atomic partial charges in e from the natural (NBO) method, atoms 1 to 6: number 1, O, carries -0.409; number 2, N, carries -0.812; number 3, C, carries -0.354; number 4, C, carries 0.187; number 5, C, carries 0.109; number 6, C, carries -0.647

No. 7
CH2N2OS2 | wB97M-V/def2-TZVPD

gap between HOMO and LUMO (alpha / beta): 6.7 / 6.8 eV
energy relative to the best compared isomer or geometry (same formula, charge and spin): 96.76 kcal per mole
F_max: 2.90 eV Å⁻¹
calculated total energy: -1020.2381 a.u.

Geometry as ORCA input:
```
! RIJCOSX wB97M-V def2-TZVPD def2/J DEFGRID3
* xyz 0 1
S 0.29 -0.58 -0.66
S 1.18 0.40 -2.14
O 0.35 -2.01 -0.67
N -1.83 0.49 0.26
N 1.98 -0.14 1.64
C 1.22 -0.18 0.80
H -1.63 1.16 -0.44
H -1.56 0.86 1.21
*
```

Atomic partial charges in e from the natural (NBO) method, atoms 1 to 6: number 1, S, carries 1.386; number 2, S, carries -0.262; number 3, O, carries -0.823; number 4, N, carries -0.717; number 5, N, carries -0.216; number 6, C, carries -0.049

No. 8
C2H4N2O2S2 | wB97M-V/def2-TZVPD

gap between HOMO and LUMO: 8.6 eV
energy relative to the best compared isomer or geometry (same formula, charge and spin): 74.50 kcal per mole
SMILES: O/N=C(/NO)SC=S
F_max: 1.26 eV Å⁻¹
calculated total energy: -1134.8384 a.u.

Geometry as ORCA input:
```
! RIJCOSX wB97M-V def2-TZVPD def2/J DEFGRID3
* xyz 0 1
S 1.62 -1.76 -0.26
S 1.01 1.08 0.62
O -0.87 -1.01 1.82
O -0.20 1.39 -1.95
N -1.05 0.67 -1.12
N -1.44 -0.01 1.03
C -0.59 0.52 0.06
C 2.01 -0.28 0.28
H -0.71 1.38 -2.80
H -2.31 -0.31 0.63
H -0.52 -1.67 1.21
H 3.05 0.00 0.49
*
```

Atomic partial charges in e from the natural (NBO) method, atoms 1 to 6: number 1, S, carries -0.012; number 2, S, carries 0.373; number 3, O, carries -0.550; number 4, O, carries -0.548; number 5, N, carries -0.158; number 6, N, carries -0.321

No. 9
C22H33ClN4O2 | wB97M-V/def2-TZVPD

gap between HOMO and LUMO: 8.4 eV
SMILES: CC(C)CN(CCNC(=O)CN1N=C(c2ccc(Cl)cc2)CCC1=O)CC(C)C
F_max: 1.06 eV Å⁻¹
calculated total energy: -1687.8336 a.u.

Geometry as ORCA input:
```
! RIJCOSX wB97M-V def2-TZVPD def2/J DEFGRID3
* xyz 0 1
Cl -4.98 2.25 -0.94
O 4.92 2.30 0.21
O 4.08 -1.40 -1.84
N 1.93 -0.73 -1.92
N -0.30 -1.56 -0.14
N 2.97 1.74 -0.80
N 1.63 1.85 -0.93
C 0.91 2.31 0.02
C -3.83 -1.81 1.02
C -1.04 2.27 -1.50
C 1.51 2.77 1.32
C 0.12 -2.48 0.92
C -0.09 -2.06 -1.48
C 3.63 0.97 -1.84
C -3.28 2.30 -0.66
C -2.40 2.25 -1.74
C -3.54 -1.80 -1.46
C -1.44 2.41 0.86
C 1.38 -2.07 -1.90
C -2.83 -2.00 -0.12
C 2.90 3.33 1.03
C 3.25 -0.51 -1.84
C 0.21 -0.85 2.89
C 0.99 -1.83 2.01
C -2.80 2.38 0.64
C 2.20 -1.13 1.41
C 3.71 2.40 0.15
C -0.54 2.34 -0.20
C -1.64 -1.02 0.05
H -4.37 -2.50 -1.55
H -4.21 -0.79 1.01
H 1.99 -2.68 -1.22
H 2.83 -1.83 0.86
H 1.29 0.04 -1.80
H 1.86 -0.36 0.72
H -2.87 -1.96 -2.29
H -4.67 -2.49 0.91
H -2.45 -3.03 -0.08
H 0.90 3.52 1.80
H 1.59 1.90 1.99
H -3.94 -0.79 -1.52
H -0.35 2.22 -2.33
H 0.82 -0.54 3.73
H -0.62 -1.40 -2.17
H -1.67 -0.60 1.05
H -3.36 -2.00 1.98
H 1.34 -2.65 2.65
H -0.48 -3.08 -1.62
H -1.75 -0.20 -0.66
H -1.08 2.45 1.88
H -0.69 -1.32 3.28
H 2.80 -0.67 2.19
H 2.82 4.28 0.50
H 3.46 3.51 1.95
H -0.07 0.03 2.32
H 1.46 -2.52 -2.90
H -2.79 2.19 -2.74
H 4.71 1.05 -1.67
H 3.38 1.40 -2.82
H -0.75 -2.94 1.40
H -3.49 2.42 1.47
H 0.70 -3.29 0.47
*
```

Atomic partial charges in e from the natural (NBO) method, atoms 1 to 6: number 1, Cl, carries 0.016; number 2, O, carries -0.582; number 3, O, carries -0.618; number 4, N, carries -0.632; number 5, N, carries -0.476; number 6, N, carries -0.280